Arrangement 1

The following is a quantum chemistry calculation of a structure of composition C38H46N11OSSeTeTi, from the OMol25 dataset.

As for the net charge: +1. The calculation puts the frontier orbital gap at 0.2392 hartree. As for the spin multiplicity: 1. Its HOMO energy is -9.81 eV.

Atoms and positions in Å:
Ti -0.0731 -1.5695 -1.5686
C 3.5431 0.3564 3.7943
C 3.2470 0.7406 2.3965
N 3.8293 1.6824 1.7252
N 3.2067 1.6718 0.5219
C 2.2574 0.7383 0.4197
S 1.2779 0.5552 -0.9712
N 2.2813 0.1318 1.6220
N 1.4581 -0.9251 1.9699
H 4.3157 1.0190 4.1749
H 3.9010 -0.6722 3.8618
H 2.6512 0.4584 4.4153
H 3.4273 2.3663 -0.1729
H 1.8498 -1.4192 2.7607
H 0.5261 -0.5583 2.1758
Se -0.0840 -4.2851 2.4851
C 0.0880 -3.4177 0.9864
N 0.2010 -2.8255 -0.0291
C 3.0008 -2.3265 -1.6250
N 1.8391 -2.4659 -2.5763
C 2.2224 -1.7547 -3.8372
N 3.4516 -2.2740 -4.4015
C 4.5269 -2.1194 -3.4188
N 4.2320 -2.8445 -2.1796
C 4.0544 -4.2615 -2.4977
N 2.9694 -4.4537 -3.4600
C 1.7426 -3.9292 -2.9025
C 3.2853 -3.7023 -4.6775
H 2.7455 -2.8592 -0.7077
H 3.1261 -1.2670 -1.4120
H 2.3332 -0.6943 -3.6058
H 1.4103 -1.8702 -4.5563
H 4.6546 -1.0597 -3.1904
H 5.4551 -2.5021 -3.8435
H 3.8247 -4.8075 -1.5810
H 4.9800 -4.6541 -2.9188
H 1.4870 -4.4604 -1.9834
H 0.9472 -4.0684 -3.6314
H 2.4798 -3.8373 -5.4019
H 4.2099 -4.0914 -5.1044
C -2.5889 -5.1273 -4.0487
C -2.3290 -5.2679 -2.6966
C -1.6098 -4.2825 -2.0447
N -1.1467 -3.1942 -2.6703
C -1.4117 -3.0548 -3.9789
C -2.1216 -3.9946 -4.6989
H -3.1473 -5.8817 -4.5861
H -2.6759 -6.1269 -2.1407
H -1.3939 -4.3609 -0.9891
H -1.0379 -2.1571 -4.4502
H -2.3038 -3.8317 -5.7514
C -4.0768 2.1730 7.3596
C -3.4825 1.9539 5.9965
C -2.9276 0.7347 5.6384
C -2.3783 0.5180 4.3770
C -1.7828 -0.8349 4.0846
C -2.3935 1.5629 3.4472
Te -1.5520 1.2878 1.5197
N -1.7029 -0.7831 -1.4711
C -1.3733 -0.0253 -2.4959
O -0.3205 -0.4421 -3.1832
C -1.9956 1.2616 -2.8196
C -1.4262 2.0900 -3.7850
C -1.9958 3.3242 -4.0451
C -3.1303 3.7227 -3.3483
C -3.7011 2.8931 -2.3913
C -3.1338 1.6599 -2.1218
C -0.0677 2.7813 1.7967
C 0.6402 2.7884 2.9961
C 1.6213 3.7374 3.2334
C 1.9119 4.6790 2.2564
C 1.2029 4.6748 1.0656
C 0.1966 3.7407 0.8141
C -0.5919 3.8165 -0.4652
C -2.9692 2.7991 3.7760
C -3.0356 3.9459 2.8042
C -3.4931 2.9714 5.0503
H -3.8818 1.3280 8.0178
H -5.1578 2.3060 7.2916
H -3.6665 3.0708 7.8232
H -2.9206 -0.0759 6.3585
H -2.0064 -1.5317 4.8911
H -0.6945 -0.7743 4.0004
H -2.1598 -1.2688 3.1575
H -0.5401 1.7623 -4.3118
H -1.5601 3.9765 -4.7898
H -3.5752 4.6873 -3.5557
H -4.5859 3.2106 -1.8559
H -3.5538 0.9996 -1.3747
H 0.3978 2.0618 3.7657
H 2.1546 3.7428 4.1756
H 2.6776 5.4239 2.4284
H 1.4089 5.4319 0.3176
H -0.3789 4.7436 -0.9962
H -1.6637 3.7715 -0.2634
H -0.3579 2.9829 -1.1312
H -3.4742 3.6270 1.8566
H -2.0438 4.3474 2.5866
H -3.6441 4.7521 3.2107
H -3.9316 3.9292 5.3088

Here are the Löwdin charges for atoms 1 to 5, given in e: 0.87, 0.01, -0.32, 0.16, 0.06

=====

Arrangement 2

The following is a quantum chemistry calculation of a structure of composition C38H46N11OSSeTeTi, from the OMol25 dataset.

As for the net charge: +1. The calculation puts the frontier orbital gap at 0.2538 hartree. As for the spin multiplicity: 1. Its HOMO energy is -10.22 eV.

Atoms and positions in Å:
Ti 0.7534 -0.4231 0.1395
C 6.4545 -1.1800 -2.4499
C 5.6724 -1.1214 -1.1938
N 6.0351 -0.5384 -0.0905
N 5.0097 -0.7622 0.7658
C 4.0303 -1.4960 0.2353
S 2.6314 -2.0585 1.0206
N 4.4368 -1.7035 -1.0292
N 3.7073 -2.4633 -1.9548
H 7.4088 -0.6875 -2.2861
H 5.9274 -0.6739 -3.2604
H 6.6415 -2.2139 -2.7445
H 5.0322 -0.4055 1.7095
H 2.8135 -1.9750 -2.0614
H 4.1794 -2.3714 -2.8507
Se 2.3074 2.1439 3.9744
C 1.6984 1.2155 2.6432
N 1.2638 0.5894 1.7395
C 0.1233 -1.7124 3.2773
N -0.4337 -1.9320 1.8953
C -0.4971 -3.4081 1.6831
N -1.2714 -4.0912 2.7011
C -0.6686 -3.8267 4.0109
N -0.6428 -2.3944 4.3000
C -2.0106 -1.8818 4.2735
N -2.6384 -2.1065 2.9676
C -1.8476 -1.4464 1.9469
C -2.6307 -3.5466 2.6989
H 0.1097 -0.6446 3.4844
H 1.1548 -2.0617 3.2930
H 0.5207 -3.8012 1.6687
H -0.9698 -3.5985 0.7184
H 0.3513 -4.2145 4.0207
H -1.2461 -4.3404 4.7797
H -1.9953 -0.8110 4.4848
H -2.6006 -2.3825 5.0414
H -1.8343 -0.3693 2.1357
H -2.3150 -1.6324 0.9787
H -3.0888 -3.7320 1.7246
H -3.2199 -4.0539 3.4630
C -2.0319 -3.1815 -2.9220
C -2.5867 -2.0012 -2.4558
C -1.8848 -1.2577 -1.5253
N -0.6886 -1.6295 -1.0566
C -0.1543 -2.7738 -1.5122
C -0.7958 -3.5782 -2.4333
H -2.5571 -3.7864 -3.6488
H -3.5534 -1.6576 -2.7950
H -2.3055 -0.3470 -1.1164
H 0.8106 -3.0534 -1.1003
H -0.3283 -4.4973 -2.7567
C -6.7373 1.8695 1.5515
C -5.3178 1.8813 1.0609
C -5.0216 1.8174 -0.2954
C -3.7139 1.8314 -0.7676
C -3.5034 1.7877 -2.2632
C -2.6622 1.9011 0.1621
Te -0.6933 1.9596 -0.6510
N 1.6540 -0.1170 -1.3336
C 1.9117 0.7211 -2.3779
O 1.7265 1.9286 -2.3427
C 2.4951 0.1025 -3.6108
C 3.5217 0.7587 -4.2809
C 4.0510 0.2125 -5.4413
C 3.5416 -0.9767 -5.9475
C 2.4938 -1.6166 -5.2973
C 1.9748 -1.0792 -4.1282
C -0.0329 3.6893 0.4051
C -1.0603 4.5937 0.6832
C -0.8002 5.7722 1.3558
C 0.4999 6.0568 1.7516
C 1.5128 5.1710 1.4452
C 1.2840 3.9761 0.7541
C 2.4907 3.1451 0.4156
C -2.9361 1.9814 1.5343
C -1.8637 2.1633 2.5747
C -4.2604 1.9637 1.9554
H -7.4434 1.8303 0.7240
H -6.9511 2.7629 2.1392
H -6.9177 1.0064 2.1940
H -5.8346 1.7615 -1.0103
H -4.4561 1.6341 -2.7668
H -2.8294 0.9881 -2.5758
H -3.0724 2.7189 -2.6366
H 3.8874 1.7010 -3.8935
H 4.8531 0.7208 -5.9599
H 3.9478 -1.3943 -6.8590
H 2.0745 -2.5248 -5.7104
H 1.1473 -1.5656 -3.6224
H -2.0777 4.3779 0.3871
H -1.6087 6.4588 1.5683
H 0.7235 6.9694 2.2877
H 2.5301 5.3972 1.7421
H 3.0529 3.6283 -0.3857
H 2.2381 2.1461 0.0733
H 3.1382 3.0659 1.2890
H -0.8861 1.8460 2.2205
H -2.1070 1.6112 3.4843
H -1.7738 3.2169 2.8482
H -4.4658 2.0255 3.0191

Here are the Löwdin charges for atoms 1 to 5, given in e: 0.64, 0.02, -0.31, 0.15, 0.06

=====

The structure with the most favorable energy is arrangement 1; the runner-up is 0.0318 hartree above it.

=====

Arrangement 1

The following is a quantum chemistry calculation of the molecule C4H4OS2, from the OMol25 dataset.

The calculation puts the frontier orbital gap (alpha / beta) at 0.2608 / 0.2567 hartree. As for the spin multiplicity: 1. Its HOMO energy (alpha / beta) is -8.17 / -8.18 eV.

Atoms and positions in Å:
C 1.1404 1.5042 -0.0528
C -0.1587 1.0483 0.3248
C 2.3141 0.8372 -0.2584
C -0.6575 -1.6008 -0.6676
O 3.9639 -0.6882 1.0147
S -1.0469 -0.3527 0.3114
S 3.5433 -0.1909 -0.3572
H 1.3637 2.5538 0.1874
H -0.7804 1.8193 0.8050
H 0.0571 -1.4696 -1.3504
H -1.1218 -2.5469 -0.2043

Here are the natural (NBO) charges for atoms 1 to 5, given in e: -0.23, -0.62, -0.36, -0.73, -0.91

=====

Arrangement 2

The following is a quantum chemistry calculation of a structure of composition C4H4OS2, from the OMol25 dataset.

The calculation puts the frontier orbital gap at 0.3137 hartree. As for the spin multiplicity: 1. Its HOMO energy is -8.97 eV.

Atoms and positions in Å:
C -0.4206 0.8582 -1.5365
C -0.3395 0.9666 -0.0183
C 1.0618 1.3521 0.4960
C -0.3748 -0.4523 0.5100
H -1.3525 0.3285 -1.8837
H -1.1688 1.5670 0.4239
H 1.0721 2.1404 1.2736
H 1.7434 1.6167 -0.3274
O 0.4446 1.1764 -2.2935
S 1.2848 -0.3757 1.0625
S -1.4980 -1.5875 0.3222

Here are the natural (NBO) charges for atoms 1 to 5, given in e: 0.46, -0.44, -0.51, -0.28, 0.13

=====

Arrangement 3

The following is a quantum chemistry calculation of the molecule C4H4OS2, from the OMol25 dataset.

The calculation puts the frontier orbital gap at 0.2963 hartree. As for the spin multiplicity: 1. Its HOMO energy is -9.02 eV. As for the structure (SMILES): O=CC(C=S)C=S.

Atoms and positions in Å:
O 0.0928 2.2728 -0.6505
C 0.6146 1.3390 -0.0850
C 0.0019 -0.0339 0.3145
C -1.4698 -0.0499 0.1299
S -2.3626 -1.2928 -0.3651
C 0.8043 -1.1419 -0.3009
S 2.4083 -1.3302 -0.2485
H 1.6996 1.3241 0.1294
H 0.1317 -0.0359 1.4083
H -2.0900 0.7094 0.6206
H 0.1692 -1.7607 -0.9528

Here are the natural (NBO) charges for atoms 1 to 5, given in e: -0.49, 0.47, -0.52, -0.25, 0.09

=====

The structure with the most favorable energy is arrangement 2; the runner-up is 0.0379 hartree above it.

=====

Arrangement 1

The following is a quantum chemistry calculation of the molecule C20H23N3O6, from the OMol25 dataset.

The calculation puts the frontier orbital gap at 0.3180 hartree. As for the spin multiplicity: 1. Its HOMO energy is -8.05 eV. As for the structure (SMILES): CCOC(=O)[C@@H]1CCCCN1C(=O)CCc1nnc(-c2ccc3c(c2)OCO3)o1.

Atoms and positions in Å:
C 4.7430 2.1336 2.8759
C 4.7506 1.5922 1.4537
O 3.4257 1.3023 0.9987
C 2.9039 0.1304 1.3582
O 3.4765 -0.6928 2.0233
C 1.4990 -0.0280 0.7841
C 0.5803 1.1243 1.2033
C 0.2458 1.0259 2.6882
C -0.3686 -0.3405 2.9746
C 0.6071 -1.4428 2.5582
N 0.9324 -1.3110 1.1540
C 0.8543 -2.2624 0.1941
O 1.1854 -2.0314 -0.9552
C 0.2970 -3.6269 0.5751
C -1.2404 -3.5997 0.6465
C -1.7884 -3.0561 -0.6183
N -2.2282 -3.7161 -1.6382
N -2.5779 -2.8172 -2.5737
C -2.3354 -1.6379 -2.0838
C -2.5536 -0.3640 -2.7259
C -3.0546 -0.3355 -4.0249
C -3.2801 0.8660 -4.6836
C -2.9873 2.0235 -3.9990
C -2.4833 1.9972 -2.6949
C -2.2575 0.8196 -2.0334
O -2.2865 3.2799 -2.2586
C -2.6753 4.1160 -3.3277
O -3.1163 3.3202 -4.4072
O -1.8369 -1.7219 -0.8252
H 5.7521 2.4136 3.1637
H 4.3821 1.3717 3.5626
H 4.0990 3.0074 2.9433
H 5.3510 0.6787 1.3983
H 5.1332 2.3341 0.7505
H 1.6069 -0.0377 -0.3088
H 1.0699 2.0701 0.9726
H -0.3404 1.0639 0.6204
H -0.4485 1.8205 2.9672
H 1.1554 1.1475 3.2810
H -0.5974 -0.4440 4.0362
H -1.2990 -0.4444 2.4111
H 0.1742 -2.4197 2.7590
H 1.5302 -1.3532 3.1414
H 0.5921 -4.3097 -0.2235
H 0.7181 -3.9868 1.5131
H -1.5804 -2.9742 1.4739
H -1.6198 -4.6133 0.7756
H -3.2629 -1.2745 -4.5103
H -3.6666 0.8980 -5.6880
H -1.8695 0.7980 -1.0296
H -1.8177 4.7291 -3.6477
H -3.4927 4.7780 -3.0001

Here are the natural (NBO) charges for atoms 1 to 5, given in e: -0.63, -0.08, -0.51, 0.80, -0.61

=====

Arrangement 2

The following is a quantum chemistry calculation of the molecule C20H23N3O6, from the OMol25 dataset.

The calculation puts the frontier orbital gap at 0.3215 hartree. As for the spin multiplicity: 1. Its HOMO energy is -8.36 eV. As for the structure (SMILES): CCOC(=O)[C@@H]1CCCCN1C(=O)CCc1nnc(-c2ccc3c(c2)OCO3)o1.

Atoms and positions in Å:
C -5.1936 -0.9097 2.7642
C -4.8918 -1.6941 1.5016
O -3.9817 -0.9303 0.7065
C -3.8405 -1.2951 -0.5673
O -4.3878 -2.2464 -1.0599
C -2.9386 -0.3300 -1.3323
C -2.1488 -1.0560 -2.4204
C -1.0615 -1.9202 -1.7924
C -0.1734 -1.0363 -0.9262
C -1.0093 -0.3475 0.1547
N -2.0780 0.4257 -0.4392
C -2.4549 1.6930 -0.1503
O -3.4116 2.2099 -0.6996
C -1.6542 2.5071 0.8579
C -0.6582 3.4239 0.1256
C 0.4820 2.6650 -0.4315
N 0.7264 2.3834 -1.6678
N 1.8615 1.6618 -1.7000
C 2.2703 1.5296 -0.4733
C 3.4370 0.8142 -0.0166
C 3.7444 0.7640 1.3399
C 4.8618 0.0787 1.8022
C 5.6470 -0.5455 0.8618
C 5.3386 -0.4974 -0.5042
C 4.2413 0.1732 -0.9735
O 6.2805 -1.1992 -1.2016
C 7.1952 -1.6869 -0.2439
O 6.7835 -1.2750 1.0441
O 1.4303 2.1520 0.3920
H -4.2809 -0.7408 3.3296
H -5.8962 -1.4639 3.3796
H -5.6257 0.0537 2.5076
H -5.7986 -1.8802 0.9167
H -4.4304 -2.6614 1.7328
H -3.6166 0.4043 -1.7916
H -2.8432 -1.6685 -2.9953
H -1.6940 -0.3169 -3.0812
H -0.4681 -2.4000 -2.5712
H -1.5204 -2.7032 -1.1843
H 0.6128 -1.6224 -0.4463
H 0.2999 -0.2852 -1.5602
H -0.3662 0.2903 0.7578
H -1.4444 -1.1095 0.8152
H -2.3800 3.1438 1.3668
H -1.1478 1.8985 1.6047
H -0.2729 4.1679 0.8268
H -1.1684 3.9274 -0.6953
H 3.1039 1.2701 2.0451
H 5.1075 0.0366 2.8497
H 3.9892 0.2223 -2.0179
H 8.2000 -1.2876 -0.4537
H 7.2247 -2.7870 -0.2860

Here are the natural (NBO) charges for atoms 1 to 5, given in e: -0.62, -0.07, -0.52, 0.79, -0.60

=====

The structure with the most favorable energy is arrangement 2; the runner-up is 0.0029 hartree above it.

=====

Arrangement 1

The following is a quantum chemistry calculation of a cluster of 17 separate species, H35O17 in total, from the OMol25 dataset.

As for the net charge: +1. The calculation puts the frontier orbital gap at 0.3607 hartree. As for the spin multiplicity: 1. Its HOMO energy is -12.61 eV.

Atoms and positions in Å:
O -2.4374 4.5199 1.6397
H -0.0035 -1.0381 5.4628
H 0.7910 -1.1566 4.1926
O 0.5717 -1.6769 4.9423
H -0.6508 3.1032 3.4532
H 0.1963 2.4668 1.5206
O -0.3201 -0.4075 -2.6460
H 0.6126 -0.8119 -2.2737
H -0.4900 0.5862 -2.3797
O -1.5865 -2.1199 -4.5905
H -1.8859 -2.7088 -3.9295
H 0.3063 2.6478 -1.3922
O 2.3888 -0.4470 0.6741
H -0.7837 -2.5780 -1.0012
O 1.0267 0.2688 3.3174
H 1.9231 0.3905 3.6421
H -2.2427 2.4896 -0.9017
O 3.3975 0.7312 -1.3472
H 1.7395 1.3335 -4.8966
H 0.3783 -3.8389 3.8388
O -0.2873 1.8125 -1.4626
H -2.2224 4.4247 2.5520
H 1.7570 -5.2129 -0.1083
O -0.2976 3.6006 2.7331
H 1.5727 2.1893 0.6241
H -0.0508 4.4880 3.0111
O -3.0854 2.8446 -0.3851
H 4.1984 0.4796 -0.8750
H -3.7519 3.3793 -0.8799
O -1.4060 -2.1709 -1.4520
H 2.0607 -1.9218 -2.0737
H 2.6693 -0.4368 -0.1974
O -0.5941 -3.8141 3.7249
H -1.0113 -0.9689 -2.2583
H -0.7235 -2.9763 3.7212
O 1.3171 -2.1625 -1.6564
H -2.8150 3.7998 1.4007
H 1.4995 -3.0821 -1.1911
O 1.3762 -4.6801 -0.7997
H 3.4523 1.7468 -1.6056
H 1.2542 -0.0505 2.3725
O -2.9445 -0.2316 0.5626
H 1.5676 0.1527 0.6427
H -3.2868 0.3091 1.3044
O 0.7975 1.8704 0.9013
H 1.2913 -5.1661 -1.6675
H -0.7245 -2.4660 -4.6965
O 1.7475 1.9007 -4.1340
H 2.3857 2.4439 -4.3954
H -0.6242 1.7783 -0.4308
H -2.1139 -2.0389 -0.7141
H -3.5869 -0.4629 -0.0456

Here are the natural (NBO) charges for atoms 1 to 5, given in e: -0.92, 0.47, 0.48, -0.98, 0.49

=====

Arrangement 2

The following is a quantum chemistry calculation of a cluster of 17 separate species, H35O17 in total, from the OMol25 dataset.

As for the net charge: +1. The calculation puts the frontier orbital gap at 0.3416 hartree. As for the spin multiplicity: 1. Its HOMO energy is -12.42 eV.

Atoms and positions in Å:
O -2.6331 -0.0642 -1.6223
H 0.9452 -2.3601 -3.6500
H -0.4519 -2.3794 -2.7474
O 0.6657 -2.3361 -2.6486
H -3.7062 2.8127 2.3682
H 0.6379 1.5242 1.0763
O -1.5067 2.1409 -1.6270
H 0.8699 0.5046 2.1106
H -1.8197 2.9696 -1.8818
O 2.8589 2.9909 0.5578
H 2.9896 3.3916 1.3783
H 1.7781 5.0293 -1.3249
O -2.6406 -1.5013 1.9400
H -0.0625 -1.1969 -0.7337
O -2.4378 -4.0762 0.1892
H -2.7264 -4.5488 1.0767
H 5.2500 -1.6005 -1.6492
O 2.5833 1.5443 3.1370
H 0.9129 0.9893 -5.0742
H -1.8888 1.0064 5.1291
O 1.2352 4.7522 -0.5430
H -2.1028 -1.0814 -1.6518
H 1.6517 -4.4277 -1.2530
O -2.7341 3.0558 2.2399
H -1.8914 1.9241 0.3271
H -2.5694 3.8812 2.1044
O 5.2450 -1.5622 -0.7221
H 3.3672 1.0171 3.4213
H 4.7279 -0.8079 -0.5638
O -0.9612 -1.4082 -0.7263
H 2.5428 -2.6898 -1.7818
H -3.4192 -1.5182 1.3743
O -1.2411 0.3685 4.9236
H -0.5377 2.0067 -1.7804
H -0.8700 0.5803 4.0111
O 2.5836 -2.1733 -0.9287
H -2.0511 0.5461 -2.1228
H 2.9688 -2.8891 -0.2627
O 1.2612 -4.3375 -0.4897
H 1.7508 1.3139 3.2200
H -3.1998 -3.9005 -0.2017
O -2.4143 1.0112 0.6466
H -2.7356 -1.9500 2.7673
H -2.3814 0.4008 -0.3770
O 0.1141 0.9918 1.6680
H 0.4534 -4.8081 -0.6408
H 3.1157 3.7464 0.0781
O 0.0810 0.4303 -5.0406
H -0.1640 0.4311 -4.2385
H 1.5331 3.9185 -0.2258
H -1.1580 -2.3004 -0.6350
H -1.8181 0.6377 1.3998

Here are the natural (NBO) charges for atoms 1 to 5, given in e: -0.94, 0.49, 0.48, -0.97, 0.50

=====

The structure with the most favorable energy is arrangement 1; the runner-up is 0.0704 hartree above it.